1.
Here is 4 unconnected molecules or ions with the total composition C29H58BN8O7P2 in a non-equilibrium geometry from the Open Molecules 2025 dataset. Energies are from ωB97M-V/def2-TZVPD.

XYZ file:
```
105
Properties=species:S:1:pos:R:3:forces:R:3
C 5.523951 3.037320 4.139720 -0.3 -0.1 0.1
C 4.568216 1.939771 3.648207 0.3 -0.3 -0.1
P 4.636280 1.936589 1.801072 -0.1 0.6 -0.2
C 6.075695 0.830945 1.519654 -0.1 -0.1 0.2
C 3.158881 0.857629 1.300365 0.2 -0.2 0.4
C 1.957642 1.284301 2.131563 0.0 -0.2 0.2
N 0.663859 0.715552 1.653175 1.0 0.3 -0.1
B 0.510954 -0.753932 1.995190 -0.6 -0.2 0.4
C -0.573080 -1.171135 3.039615 -0.2 0.2 -0.4
O 1.353769 -1.642448 1.410864 -0.4 0.5 -0.8
C 0.490096 1.050264 0.334782 -0.2 0.2 -0.1
N -0.714094 1.417527 -0.039416 -0.2 -0.3 0.1
C -1.903894 1.512187 0.816744 -0.2 0.4 -0.1
C -2.909004 2.454375 0.129821 0.2 0.0 0.4
C -2.958019 3.859771 0.769845 -0.2 0.1 -0.4
C -2.500186 4.988613 -0.169717 0.0 0.1 0.1
O -1.275519 5.602729 0.234227 0.3 -0.3 -0.2
N 1.471509 1.099726 -0.595307 0.3 -1.0 0.5
C 1.073773 0.664629 -1.963489 -0.5 0.8 -0.3
C 0.276636 -0.651174 -2.042492 0.2 -0.4 -0.1
O -1.040053 -0.405067 -2.540594 0.1 0.2 0.1
C 0.955062 -1.609304 -3.011109 -0.1 -0.3 -0.3
N 1.013095 -0.998529 -4.336340 0.2 -0.1 0.1
C 2.871025 0.843460 -0.224735 0.1 0.6 0.1
C 3.751650 1.800327 -1.026386 -0.4 -0.3 -0.4
P 3.364586 3.577911 -1.069450 0.3 0.4 0.0
O 4.569979 4.322848 -1.383273 0.0 0.0 0.0
O 2.211091 3.684392 -2.190443 0.0 -0.3 0.3
O 2.633633 4.051744 0.283703 -0.2 -0.4 -0.1
O 3.090348 -0.529695 -0.716797 0.0 0.0 -0.1
C 4.315336 -0.909851 -0.858522 -0.2 0.1 0.1
N 5.395391 -1.284788 -0.979604 0.2 -0.1 -0.1
H 5.547112 3.048688 5.229386 0.1 0.0 0.0
H 5.173394 4.013561 3.805235 0.1 0.0 -0.1
H 6.534571 2.878084 3.764573 0.0 0.1 0.1
H 3.563726 2.139131 4.017315 0.0 0.0 0.0
H 4.900788 0.967407 4.025646 -0.2 0.0 0.1
H 6.589708 1.106399 0.600599 0.0 -0.1 0.0
H 6.768029 0.978381 2.350535 0.0 0.1 -0.1
H 5.818276 -0.228611 1.500812 0.0 0.0 -0.1
H 3.390338 -0.170276 1.589505 -0.1 0.0 -0.2
H 2.090956 0.935617 3.154021 0.0 0.0 0.0
H 1.861969 2.371535 2.186100 -0.1 0.0 -0.1
H -1.477547 -0.569032 2.926957 0.0 0.0 0.0
H -0.857313 -2.221894 2.979373 0.1 0.0 0.2
H -0.191158 -0.949654 4.042243 0.0 -0.1 0.0
H 0.943098 -2.502154 1.267704 0.3 -0.3 0.5
H -0.863682 1.672297 -1.006102 0.1 -0.2 -0.1
H -1.622481 1.939271 1.778742 0.2 -0.2 0.0
H -2.323504 0.527413 1.006575 0.0 0.0 -0.2
H -3.888100 1.983245 0.141506 0.0 0.0 0.0
H -2.627266 2.580759 -0.918803 -0.2 -0.2 -0.1
H -2.335136 3.894726 1.668898 0.0 0.0 0.0
H -3.974880 4.067670 1.103939 0.0 0.0 0.0
H -2.327355 4.598017 -1.175169 0.0 0.0 0.0
H -3.268354 5.758837 -0.266893 0.0 0.0 0.1
H -1.123722 5.436492 1.167741 -0.2 0.2 0.1
H 1.943731 0.613815 -2.606684 0.1 0.0 0.2
H 0.456564 1.446271 -2.412421 0.1 0.0 -0.1
H 0.219264 -1.165103 -1.075872 0.1 0.2 0.1
H -1.676359 -0.430844 -1.821955 -0.1 -0.2 0.0
H 0.415095 -2.563033 -3.006793 -0.1 0.1 0.1
H 1.964805 -1.838981 -2.666687 0.0 0.2 0.1
H 1.740670 -1.440173 -4.883629 0.0 0.0 -0.1
H 0.141462 -1.174192 -4.819837 0.0 0.1 -0.1
H 4.798317 1.677059 -0.758013 0.0 0.1 0.0
H 3.665151 1.532860 -2.084904 0.2 0.0 0.0
H 1.343996 3.941567 -1.863682 0.0 0.2 -0.2
H 1.670777 4.065097 0.248704 0.0 0.2 0.0
C 4.234500 -2.497302 -7.643800 0.0 0.0 0.1
C 4.823968 -3.267856 -6.468894 0.0 0.1 -0.1
C 4.240078 -4.678415 -6.330639 0.2 0.1 0.1
C 2.813930 -4.655825 -6.005454 0.0 -0.1 -0.1
N 1.693445 -4.639124 -5.754070 0.0 0.2 0.1
H 3.162312 -2.335902 -7.517113 0.0 0.0 0.0
H 4.709293 -1.521517 -7.741038 0.0 0.0 0.0
H 4.384453 -3.036506 -8.580325 0.0 0.0 0.0
H 4.662126 -2.715399 -5.540569 0.0 0.0 0.0
H 5.903361 -3.361245 -6.594365 0.0 0.0 0.0
H 4.759608 -5.230649 -5.546213 0.0 0.0 0.0
H 4.375901 -5.238534 -7.257523 -0.1 0.0 0.0
C -7.095397 0.960780 3.660334 0.0 0.0 0.0
C -5.985327 0.066140 4.193030 -0.1 0.0 0.0
C -4.622522 0.364024 3.555677 0.0 -0.1 0.2
C -4.612005 0.049919 2.126677 -0.1 0.0 0.1
N -4.623174 -0.208618 1.007054 0.1 -0.1 0.0
H -7.258056 0.800053 2.592896 0.0 0.0 0.0
H -8.031678 0.744413 4.171684 0.0 0.0 0.0
H -6.863858 2.017184 3.815483 0.0 0.0 0.0
H -6.243327 -0.979068 4.028591 0.0 0.0 0.0
H -5.886866 0.200892 5.271178 0.1 0.0 0.0
H -3.841567 -0.227731 4.038380 0.0 0.0 0.0
H -4.356718 1.415979 3.689433 0.0 0.0 -0.1
C -4.871733 -4.495523 1.358711 0.0 0.0 0.0
C -6.245603 -5.132610 1.188648 0.1 0.0 0.0
C -7.377836 -4.100290 1.200458 0.0 -0.2 -0.1
C -7.496793 -3.429487 2.494047 -0.1 0.1 0.0
N -7.590172 -2.902648 3.509851 0.1 0.0 0.0
H -4.783663 -4.004059 2.329742 0.0 0.0 0.0
H -4.088680 -5.251054 1.294498 0.0 0.0 0.0
H -4.687856 -3.750212 0.581860 0.0 0.0 0.0
H -6.414085 -5.868560 1.976096 0.0 0.0 0.0
H -6.288075 -5.668601 0.239624 0.0 0.0 0.0
H -8.332897 -4.576331 0.974406 0.0 0.0 0.0
H -7.208646 -3.343221 0.432073 0.0 0.0 0.0
```
Positions in Å, forces in eV/Å.

HOMO-LUMO gap (eV): 8.1297
Charge: +1
ΔE to the lowest compared entry with this formula, charge and spin (kJ/mol): 0.00
Total energy (Ha): -2811.979699
HOMO level (eV): -11.075

Here are the Löwdin charges for atoms 1 to 2, given in e: atom 1 (C): -0.162, atom 2 (C): -0.421

2.
Here is 10 unconnected molecules or ions with the total composition C29H58Br8O9 in a non-equilibrium geometry from the Open Molecules 2025 dataset. Energies are from ωB97M-V/def2-TZVPD.

XYZ file:
```
104
Properties=species:S:1:pos:R:3:forces:R:3
C 3.536044 -4.514139 -5.343504 -0.3 0.8 0.8
C 2.941014 -4.089159 -3.954894 2.3 -0.8 -0.1
O 1.574314 -4.341609 -3.759024 -1.1 -0.2 -1.6
C 0.969044 -3.893319 -2.665494 0.5 -0.2 0.3
C -0.519826 -4.070249 -2.683664 -0.2 -0.2 0.4
O 1.594744 -3.522899 -1.703584 -0.1 0.4 0.2
H 3.444124 -5.559719 -5.637464 -0.8 0.1 0.1
H 4.618954 -4.449199 -5.237654 0.1 0.5 0.2
H 3.236904 -3.808779 -6.118794 -0.1 -0.4 -0.2
H 3.539034 -4.666179 -3.249544 -0.3 -0.1 0.5
H 3.172764 -3.056989 -3.692184 -0.2 0.2 -0.4
H -0.673596 -4.646619 -1.771384 -0.4 -0.3 -0.1
H -0.913586 -4.579379 -3.563344 0.2 -0.1 0.1
H -1.098696 -3.163249 -2.509374 0.4 0.3 -0.2
C -0.015536 -1.443349 4.581086 -0.4 0.0 -0.3
C -1.452486 -1.491679 4.020926 1.7 0.0 -0.4
O -2.040186 -0.172029 4.008076 0.0 -0.8 0.8
C -3.275666 -0.077369 3.504916 -0.1 2.6 0.7
C -3.821246 1.360501 3.636846 0.1 -0.5 0.3
O -3.890026 -0.935279 2.965336 -0.4 -1.6 -0.6
H 0.092154 -1.231579 5.644876 -0.4 0.3 0.0
H 0.604924 -0.754469 4.007876 0.0 0.1 0.0
H 0.382934 -2.450269 4.456846 0.1 -0.1 -0.2
H -1.372686 -1.810059 2.981516 -0.2 -0.1 0.1
H -1.964346 -2.287929 4.561376 -0.8 0.6 0.1
H -3.538366 1.879841 4.552466 0.5 -0.2 -0.1
H -4.910896 1.349571 3.662406 0.1 -0.2 -0.5
H -3.449286 1.918161 2.777346 -0.2 0.1 0.0
C 1.546374 3.078441 3.402006 -0.3 1.0 1.2
C 2.459494 4.073751 2.700516 0.6 -1.3 -1.1
O 3.401004 4.599391 3.639126 1.0 0.3 -0.1
C 4.731524 4.612951 3.326996 1.1 0.3 0.7
C 5.611884 5.197291 4.419226 -1.1 0.0 0.2
O 5.333724 4.192671 2.368906 -1.8 -0.3 -0.5
H 2.117064 2.279841 3.875986 0.0 -0.2 -0.5
H 0.674144 2.711101 2.861276 0.5 0.0 -0.5
H 1.119944 3.601401 4.258026 -0.2 0.2 0.2
H 3.055744 3.543741 1.957766 -0.1 0.0 -0.3
H 1.976944 4.900461 2.179186 -0.3 0.0 0.3
H 6.162084 4.327631 4.778496 0.2 0.3 0.2
H 5.027124 5.647811 5.221216 0.2 0.0 0.0
H 6.277174 5.930821 3.963796 0.0 -0.2 0.1
C -1.052216 0.447951 0.880836 -0.3 -0.4 0.8
C 0.185444 0.370631 0.041106 -0.7 -1.4 0.5
C 0.333034 -0.639429 -1.079824 -1.1 1.3 -0.1
O 1.092654 1.105931 0.307306 1.3 1.1 0.1
H -0.784236 0.899971 1.835806 0.0 0.4 -0.1
H -1.448546 -0.528999 1.157586 0.0 -0.3 -0.4
H -1.874826 0.996271 0.421746 0.0 0.0 -0.2
H 0.920404 -0.023849 -1.761114 0.5 -0.9 -0.4
H -0.645596 -0.796409 -1.533414 0.0 0.0 -0.1
H 0.722554 -1.622659 -0.815944 0.3 0.5 0.0
C -3.715286 3.737621 -1.865184 0.3 -0.8 0.1
C -3.470046 2.262671 -1.578554 -0.1 0.0 1.0
C -2.501606 1.512131 -2.477234 -0.2 -0.1 0.4
O -3.931656 1.728571 -0.572604 0.3 0.4 -1.1
H -2.931836 4.237341 -1.295444 0.2 0.2 -0.1
H -4.670386 4.086961 -1.472974 0.0 -0.2 -0.2
H -3.537066 3.947021 -2.919934 -0.2 0.2 0.1
H -1.550766 2.029051 -2.606804 -0.1 0.4 0.1
H -2.903706 1.376141 -3.481194 -0.1 0.0 0.0
H -2.291856 0.542481 -2.025694 -0.2 0.1 -0.2
C 1.344944 6.658691 -1.391214 1.0 0.1 0.3
C 0.600824 5.399581 -1.600884 -1.7 -0.8 -0.3
C 1.263884 4.026801 -1.435414 -0.5 0.7 -0.1
O -0.579546 5.483881 -1.905184 0.4 -0.4 0.1
H 0.804814 7.348681 -0.742924 -0.1 -0.2 0.0
H 1.451434 7.135061 -2.365804 0.2 0.1 0.0
H 2.316654 6.415641 -0.961324 0.2 0.4 -0.1
H 1.986024 3.846381 -2.231694 0.2 0.1 0.1
H 0.501474 3.251061 -1.506574 0.0 0.1 0.1
H 1.750544 3.983231 -0.461064 0.2 -0.2 -0.1
Br -2.603976 -3.873269 1.598166 0.5 -1.0 0.1
C -1.154046 -5.233659 1.642676 -0.1 -0.1 0.0
C 0.153444 -4.480339 1.498536 -0.3 -0.6 -0.2
Br 1.578824 -5.878519 1.625986 -0.5 1.0 0.1
H -1.222086 -5.977449 0.848796 -0.5 0.4 -0.3
H -1.299806 -5.825579 2.546276 0.3 0.5 0.2
H 0.234684 -3.642799 2.191376 0.5 -0.5 0.3
H 0.230124 -4.051369 0.499436 0.2 -0.2 0.0
Br 4.175994 0.499721 4.586616 0.1 -0.5 -0.1
C 3.755864 -1.090519 3.514236 -0.9 0.3 -1.0
C 3.222334 -0.579039 2.138266 0.4 0.1 1.2
Br 2.544164 -2.054799 1.058046 0.7 0.2 0.3
H 2.972984 -1.645359 4.031296 0.1 0.2 0.1
H 4.633214 -1.732509 3.435396 0.0 0.3 -0.1
H 4.004894 0.009091 1.658896 0.0 -0.5 -0.5
H 2.378604 0.103921 2.237226 0.0 -0.2 0.3
Br -3.233786 -1.886209 -1.114704 -1.3 0.1 -0.4
C -5.009936 -1.321829 -0.377364 -0.3 -0.6 1.0
C -5.855746 -2.486099 0.213516 0.7 -0.3 -1.5
Br -7.098596 -3.306539 -1.187114 0.9 0.6 0.8
H -5.617196 -0.746529 -1.076194 0.6 0.0 -0.1
H -4.604066 -0.715969 0.432766 -0.6 0.2 0.0
H -6.522626 -2.219929 1.033596 0.3 0.2 -0.2
H -5.166756 -3.290569 0.470826 -0.5 -0.1 0.2
Br -0.282256 -0.108129 -4.468614 -0.4 -1.0 -1.0
C -0.885966 -1.625879 -5.625254 0.5 -0.3 0.4
C -0.453416 -1.531119 -7.061154 0.3 0.7 -0.8
Br 1.486814 -1.359559 -7.353884 -0.3 -0.2 0.3
H -1.966976 -1.729749 -5.531904 0.0 0.5 -0.1
H -0.476196 -2.547439 -5.211824 0.2 0.3 0.3
H -0.843046 -0.665409 -7.596714 -0.1 0.0 0.3
H -0.725706 -2.414909 -7.638114 -0.1 -0.1 0.3
```
Positions in Å, forces in eV/Å.

HOMO-LUMO gap (eV): 9.8185
Charge: 0
SMILES: CCOC(C)=O.CCOC(C)=O.CCOC(C)=O.CC(C)=O.CC(C)=O.CC(C)=O.BrCCBr.BrCCBr.BrCCBr.BrCCBr
ΔE to the lowest compared entry with this formula, charge and spin (kJ/mol): 173.70
Total energy (Ha): -22409.045507
HOMO level (eV): -9.512

Here are the Löwdin charges for atoms 1 to 2, given in e: atom 1 (C): -0.050, atom 2 (C): -0.213

3.
Here is 6 unconnected molecules or ions with the total composition C29H58FN3O6P from the Open Molecules 2025 dataset. Energies are from ωB97M-V/def2-TZVPD.

XYZ file:
```
98
Properties=species:S:1:pos:R:3:forces:R:3
C -1.955155 3.336044 3.658955 0.0 0.0 0.2
C -3.168322 2.686203 4.340529 0.0 0.2 0.0
C -4.201513 2.059310 3.406958 -0.2 0.0 0.1
N -3.939676 0.632915 3.079205 0.2 0.1 -0.1
N -2.585753 0.295614 3.014355 0.1 0.0 -0.2
C -1.938290 -0.351284 4.030039 -0.1 0.0 0.2
C -0.646040 -0.523934 3.665177 -0.1 0.0 -0.2
P 0.522289 -1.331194 4.810179 0.1 -0.1 0.3
C 1.982199 -0.225844 4.844112 0.1 0.1 0.0
C 1.161074 -2.770762 3.854211 -0.2 -0.1 -0.2
N -0.548425 0.019895 2.373463 0.1 0.1 0.1
C 0.685230 0.027641 1.577272 0.3 0.0 -0.2
C 0.614896 -0.977266 0.428517 0.0 0.3 -0.3
C 1.621676 -0.640167 -0.671399 0.0 -0.1 0.1
O 2.880031 -0.367865 -0.090825 -0.1 0.1 0.2
C 3.658670 0.638686 -0.714633 0.1 0.0 -0.1
C -1.730035 0.519441 2.000081 0.0 0.1 0.0
C -2.221365 1.176662 0.738475 -0.1 -0.1 0.0
C -1.246637 1.852484 -0.204384 0.0 0.0 0.1
F -0.653509 2.934190 0.444701 0.0 -0.2 -0.1
H -1.580115 4.158860 4.271168 0.0 -0.1 0.0
H -2.224114 3.762122 2.689109 0.1 -0.1 0.0
H -1.118727 2.643676 3.528551 -0.1 0.0 -0.1
H -3.700439 3.454411 4.908254 0.0 -0.1 -0.1
H -2.835866 1.952679 5.079565 -0.1 0.0 0.0
H -5.175378 2.064830 3.901661 0.1 -0.1 -0.1
H -4.306235 2.663736 2.497038 0.1 0.0 0.1
H -4.353692 0.372448 2.192287 -0.2 -0.1 0.1
H -2.450540 -0.627733 4.937293 0.0 0.0 -0.1
H 2.423912 -0.335245 5.836964 0.0 0.1 -0.1
H 2.752765 -0.482644 4.114889 0.0 0.1 0.0
H 1.696276 0.820787 4.721468 0.1 0.0 0.0
H 2.220331 -2.900176 4.089468 -0.1 0.0 0.0
H 0.609147 -3.661316 4.160527 0.1 0.0 -0.1
H 1.051287 -2.656461 2.773978 0.1 0.0 0.1
H 1.509033 -0.191497 2.254823 -0.1 0.0 0.0
H 0.862771 1.041648 1.209962 -0.1 -0.1 0.0
H 0.767600 -1.999240 0.780376 0.0 0.1 0.1
H -0.372236 -0.919940 -0.036808 0.0 -0.3 0.0
H 1.695959 -1.486934 -1.365434 0.0 0.1 0.0
H 1.275527 0.230973 -1.240443 0.0 0.0 0.0
H 3.871818 1.436603 0.004582 0.0 -0.1 0.0
H 3.141079 1.074995 -1.573518 0.0 0.0 0.0
H 4.607777 0.212872 -1.052503 -0.1 0.0 0.0
H -2.780617 0.433936 0.151766 0.1 0.0 0.1
H -2.937610 1.937526 1.063257 0.0 -0.1 -0.1
H -0.468764 1.188927 -0.560370 0.1 -0.1 0.0
H -1.791754 2.209237 -1.080242 0.0 0.1 0.1
C -1.688438 -0.739651 -4.477397 -0.1 0.2 0.2
C -1.342563 -1.470194 -3.214567 0.0 -0.1 -0.2
O -1.470163 -0.962163 -2.115566 0.0 0.1 0.2
C -0.834634 -2.879677 -3.366446 0.0 0.0 0.2
H -2.054533 0.258483 -4.248020 0.0 0.0 0.0
H -0.811573 -0.676664 -5.122424 0.0 -0.1 -0.1
H -2.456794 -1.283264 -5.028520 0.1 0.0 -0.1
H 0.074580 -2.884105 -3.969896 0.0 0.0 -0.1
H -1.576001 -3.485759 -3.889092 0.0 0.0 -0.1
H -0.630744 -3.312654 -2.389411 0.0 0.0 0.0
C 5.442051 3.100121 2.762773 0.0 -0.1 0.1
C 3.983726 3.370379 3.038692 0.1 0.0 0.0
O 3.375447 2.752658 3.881394 -0.1 -0.1 0.0
C 3.325131 4.449380 2.213314 -0.1 0.0 0.1
H 5.798629 2.306710 3.414928 0.0 0.0 0.0
H 5.578629 2.808450 1.719242 0.0 0.0 0.0
H 6.028855 4.004698 2.930414 0.0 0.0 0.0
H 3.390502 4.203192 1.151510 0.0 0.0 0.0
H 3.839710 5.399960 2.361877 0.0 0.0 0.0
H 2.281911 4.551873 2.502294 0.0 0.0 0.0
C 0.658918 -1.442066 -8.816501 0.0 -0.1 0.1
C -0.727134 -1.027007 -8.388079 0.0 0.0 -0.1
O -1.351084 -1.650790 -7.560264 0.1 0.0 0.1
C -1.299223 0.202798 -9.047630 -0.1 0.0 0.1
H 0.960103 -2.337510 -8.278689 0.0 0.0 0.0
H 0.674392 -1.639201 -9.889497 0.0 0.0 0.0
H 1.369117 -0.636837 -8.619724 0.0 0.0 0.0
H -1.347174 0.059083 -10.128230 0.0 0.0 0.0
H -0.655123 1.063489 -8.858160 0.0 0.0 0.0
H -2.296248 0.398729 -8.661575 0.0 0.0 0.0
C 5.073941 -1.829990 1.914672 0.0 0.1 0.0
C 5.320435 -2.366185 3.301863 0.0 0.0 -0.1
O 5.071379 -1.693299 4.275483 -0.1 0.0 0.1
C 5.878605 -3.761539 3.414003 0.0 0.0 0.1
H 4.687505 -0.815606 1.983115 0.0 0.0 0.0
H 5.997656 -1.830192 1.333167 0.0 -0.1 0.0
H 4.348375 -2.454180 1.389409 0.0 0.0 0.0
H 6.840166 -3.821733 2.901620 0.0 0.0 0.0
H 5.204723 -4.474478 2.934891 0.0 0.0 0.0
H 6.006684 -4.025309 4.460533 0.0 0.0 0.0
C -5.061161 -1.293176 -2.374234 0.1 0.0 0.0
C -5.859550 -0.809563 -3.563548 0.0 0.0 0.0
O -5.312526 -0.290250 -4.506759 0.0 0.0 0.0
C -7.353092 -1.008058 -3.512339 0.0 0.0 -0.1
H -4.005930 -1.087728 -2.532770 0.0 0.0 0.0
H -5.387978 -0.783438 -1.464919 -0.1 -0.1 0.0
H -5.205618 -2.365050 -2.226790 -0.1 0.0 0.0
H -7.771058 -0.492002 -2.646054 0.0 0.0 0.0
H -7.586488 -2.069258 -3.410015 0.0 0.0 0.0
H -7.806878 -0.621280 -4.420738 0.0 0.0 0.0
```
Positions in Å, forces in eV/Å.

HOMO-LUMO gap (eV): 9.2720
Charge: +1
Total energy (Ha): -2196.463913
HOMO level (eV): -11.194

Here are the Löwdin charges for atoms 1 to 2, given in e: atom 1 (C): -0.084, atom 2 (C): -0.221

Which of these has the lowest HOMO-LUMO gap?
C29H58BN8O7P2